{
  "formula": "C3H3LiNaO3",
  "method": "ωB97M-V with the def2-TZVPD basis set",
  "species": ["Li", "H", "H", "O", "C", "H", "C", "O", "C", "O", "Na"],
  "positions_angstrom": [[-1.60831, 1.19082, 1.34214], [-0.51339, -0.82337, 2.32246], [1.25362, -0.60833, 2.39566], [-0.61620, -2.59094, 2.60032], [0.48271, 0.07831, -0.46906], [0.15166, -2.98345, 0.76681], [0.56442, -0.99218, 1.63482], [1.09239, -0.69148, 0.32043], [0.24852, -2.43824, 1.72396], [-0.55360, 0.70584, -0.35916], [-1.04436, 2.35675, -2.62257]],
  "multiplicity": 2,
  "homo_lumo_gap_ev": [8.838, 7.845],
  "total_charge": 2,
  "lumo_ev": [-8.43, -9.48],
  "relative_energy_kcal_mol": 28.9,
  "e_homo_ha": [-0.6346, -0.6367]
}

***

{
  "formula": "C17H41Ge2O3RuSe",
  "method": "ωB97M-V with the def2-TZVPD basis set",
  "species": ["H", "H", "H", "C", "Ge", "H", "H", "H", "H", "C", "H", "O", "C", "C", "H", "C", "H", "O", "H", "H", "C", "H", "C", "H", "C", "H", "H", "H", "H", "C", "C", "H", "H", "H", "O", "H", "Se", "C", "H", "H", "H", "H", "H", "C", "H", "H", "H", "C", "H", "C", "C", "H", "H", "H", "Ru", "H", "H", "C", "H", "H", "H", "H", "Ge", "C", "H"],
  "positions_angstrom": [[-0.53562, -2.06552, -2.95137], [4.10026, -2.71976, -1.19779], [0.82564, 4.57617, 1.21150], [-2.65105, -1.36636, 0.14982], [-5.26460, -0.56705, -0.62860], [1.72233, 2.98358, -2.14741], [-6.15430, -0.30312, -2.88582], [1.53563, -0.44902, 4.96785], [1.91043, 0.08667, -2.56164], [1.85713, -0.06359, 3.99944], [2.35457, 3.77871, 1.46254], [3.23488, -0.34743, -0.26088], [-0.36791, 2.64971, -0.37905], [4.67370, -1.84596, -1.50983], [2.74028, -1.20929, -3.44137], [1.15818, -0.84209, 2.90002], [-6.04049, -1.76892, 1.48320], [1.75184, 1.50440, 0.11591], [-0.96661, -3.30900, -1.71383], [1.59554, 0.99747, 3.97007], [1.58412, -2.33769, 2.94903], [-5.24780, -1.81692, -2.85520], [-0.35403, -0.73859, 2.93132], [1.09440, -2.76341, 3.82569], [-5.16028, 1.18947, 0.18748], [-7.29922, -1.53156, 0.23575], [5.12131, -2.05977, -2.48279], [-6.12042, -2.85857, 0.04378], [-6.18113, 1.56819, 0.04981], [2.52361, -0.83141, -2.43848], [4.57990, 0.62293, -2.05729], [-0.71046, -1.07831, 3.90305], [5.48907, -1.68880, -0.80519], [4.95587, 0.47755, -3.07202], [1.68303, -0.37621, 1.62859], [-0.79617, -1.38412, 2.17061], [-1.19106, -0.97106, -0.79933], [3.81799, -0.60906, -1.62331], [-4.94520, 1.13478, 1.25205], [1.38693, 4.53987, -1.39641], [-3.05406, -2.37452, 0.03338], [5.45379, 0.78240, -1.42282], [-2.76902, -0.84159, 1.09550], [-6.26796, -1.85435, 0.42483], [-4.46255, 1.82939, -0.34235], [-0.87753, 2.15950, 0.45443], [0.84724, 3.04030, 2.07639], [1.81833, 3.55281, -1.22149], [2.94089, -0.18263, 3.95092], [1.09039, 2.88663, -0.07503], [-1.23931, -2.35929, -2.17464], [1.95432, -1.69337, -2.00515], [2.87676, 3.70402, -1.00244], [-0.49627, 2.07288, -1.29965], [1.34110, -0.38709, -0.25006], [-4.39803, -0.24461, -3.02238], [-2.25044, -2.38030, -2.57876], [1.29755, 3.59253, 1.24945], [1.24440, -2.85992, 2.05304], [2.66199, -2.43055, 3.05837], [-0.84671, 3.61538, -0.54302], [3.95140, 1.51650, -2.06088], [3.37153, 1.12569, 1.12407], [-5.22107, -0.77416, -2.54555], [-0.67704, 0.29741, 2.79397]],
  "multiplicity": 2,
  "homo_lumo_gap_ev": [5.860, 5.346],
  "total_charge": 4,
  "lumo_ev": [-16.00, -16.27],
  "e_homo_ha": [-0.8032, -0.7944]
}

***

{
  "formula": "C7H6AuNO6",
  "method": "ωB97M-V with the def2-TZVPD basis set",
  "species": ["C", "O", "O", "C", "H", "H", "O", "H", "C", "H", "O", "C", "Au", "O", "N", "C", "C", "O", "C", "H", "H"],
  "positions_angstrom": [[-1.59946, -2.60493, -2.14661], [-3.16337, -0.81547, 1.41189], [0.19827, 1.20923, 0.42234], [-2.26012, -0.86318, 0.72208], [1.33997, 3.30261, 1.21856], [1.15567, -0.52808, 2.39877], [-1.78180, -3.55498, -2.73780], [1.44636, -1.77837, -1.42271], [-1.52980, 0.62794, -1.86176], [0.80584, 0.74771, 3.57175], [1.06303, 1.10666, -5.28294], [0.62550, 1.40939, 1.56981], [-0.94644, -1.19337, -0.90803], [1.49790, -2.56300, 0.34577], [1.24384, 2.55786, 1.92724], [0.91234, 0.44869, -4.34262], [0.95025, -1.91743, -0.47448], [-1.53332, 1.48448, -2.60872], [0.51394, 0.33602, 2.61399], [1.56068, 2.65655, 2.87429], [-0.49927, -0.06835, 2.70916]],
  "multiplicity": 3,
  "homo_lumo_gap_ev": [9.447, 5.649],
  "total_charge": 2,
  "lumo_ev": [-7.44, -12.69],
  "relative_energy_kcal_mol": 0.0,
  "e_homo_ha": [-0.6206, -0.6738]
}

***

{
  "formula": "C48H52FIN8O4Se3TeZr",
  "method": "ωB97M-V with the def2-TZVPD basis set",
  "species": ["H", "H", "C", "C", "H", "H", "H", "C", "C", "H", "C", "H", "H", "C", "H", "O", "N", "H", "H", "C", "C", "C", "C", "C", "H", "N", "H", "H", "H", "N", "C", "C", "C", "N", "H", "H", "H", "H", "C", "C", "Te", "N", "C", "C", "C", "C", "C", "H", "H", "H", "H", "H", "C", "N", "H", "H", "C", "H", "H", "C", "C", "C", "H", "H", "C", "C", "H", "O", "H", "F", "H", "C", "C", "H", "N", "C", "C", "H", "C", "Se", "H", "C", "C", "H", "Se", "N", "O", "H", "C", "H", "H", "C", "C", "C", "H", "C", "C", "H", "H", "Se", "C", "C", "Zr", "C", "H", "C", "I", "C", "H", "H", "O", "H", "H", "C", "H", "H", "C", "H", "H"],
  "positions_angstrom": [[5.19785, 0.30804, -3.40535], [4.23542, 1.20704, 3.71914], [-1.54967, -0.28064, -5.87335], [-4.10838, -0.57224, 4.43503], [5.07065, 1.98297, 0.28933], [5.41399, -0.92312, 3.06229], [-4.78020, -4.17165, 1.66014], [1.37451, 2.67817, -5.36559], [-6.07330, 1.87231, -1.48280], [-2.97869, -2.38560, 4.35191], [1.23277, -0.09724, -3.11940], [-4.61487, -0.84007, 5.36265], [5.04035, -1.60941, 4.63797], [-5.79546, 4.25585, -2.90576], [1.98352, -2.18694, 7.47980], [-6.24159, 0.82610, -0.89993], [-1.16584, -0.79161, -1.39352], [4.15071, 0.48826, 1.42011], [3.22534, -2.04130, 6.23009], [-1.58357, -1.00746, 2.48294], [-3.68022, -1.33319, -4.15736], [0.72104, 4.69632, -4.40668], [3.62622, 1.15340, -1.02157], [-2.08295, 1.12296, -6.16743], [-4.56385, -3.96078, -0.07175], [1.05520, -0.56929, 2.14144], [4.93387, 1.04163, -4.98614], [-0.59724, -0.42594, -6.38650], [3.85405, 0.48908, 5.28599], [0.45524, 1.93479, -2.14999], [2.37442, -0.23875, 2.28940], [0.61049, -0.92145, 3.38643], [2.66659, 0.57716, -0.08489], [1.43792, 0.49775, -0.62106], [2.62380, 1.02278, -5.84450], [-3.88155, -0.75463, -5.05855], [3.02557, 2.35512, -4.08993], [1.70625, 3.32419, -6.17324], [-2.74660, -1.52432, -0.03514], [-4.72057, 3.48977, -2.60403], [3.42511, 4.15086, 2.11448], [-1.47755, -1.02593, -0.11986], [-0.01688, -0.14566, -3.98501], [1.56642, 1.21258, -5.63140], [1.44205, -0.88537, 5.82894], [-4.94300, -2.11371, 1.00648], [-0.73656, -1.38469, 3.47216], [-1.39448, 1.88212, -5.80631], [5.46948, 2.13833, -1.40867], [-4.16820, -2.09832, -1.62851], [-3.14702, 1.26594, -2.51817], [-4.51852, -2.47522, 3.51575], [4.01617, 0.26131, 4.22980], [-7.13295, 2.69453, -1.79919], [0.37294, -0.94966, 6.04510], [-3.56969, -3.41879, -3.59826], [0.82727, 3.28561, -4.28921], [6.09962, -0.19468, 4.52523], [6.03459, -0.26303, -1.56982], [5.93604, 0.21059, -0.59356], [2.75178, -0.29492, 3.66311], [-3.78134, -2.82401, -4.48346], [-8.03514, 2.37916, -1.45967], [-4.01628, 0.62688, -1.09234], [1.07206, 0.37506, -4.52455], [2.15472, -2.10879, 6.40608], [-4.45647, -1.06732, -3.43750], [-8.17713, 4.47177, -2.74841], [-0.66061, 3.41895, -2.80309], [-5.63150, 5.38746, -3.62381], [-4.78143, -3.07113, -4.84002], [-1.33141, -0.51020, -4.38317], [-2.92740, -1.52001, 2.40583], [-3.04291, 1.28395, -5.68019], [0.64031, 5.82709, -4.58151], [-2.64858, 2.26982, -0.68859], [-2.31904, -0.99320, -3.58556], [1.01777, 0.96485, -6.55208], [-5.13172, -3.61661, 0.79080], [1.59683, 2.55926, 1.80297], [4.43620, 2.62782, -3.10604], [-3.22359, -1.68416, -1.33167], [1.51429, 0.96902, -2.02639], [-3.05659, -3.09317, -5.25075], [0.18783, 3.20969, 0.17178], [-4.84370, 2.32537, -1.91778], [-2.09766, 1.53451, 0.17359], [1.82331, 0.01372, 6.32202], [5.21809, -0.67620, 4.10394], [-3.72352, 3.78832, -2.89087], [1.77245, -1.02347, -2.91629], [3.70029, 1.87311, -3.39634], [-3.68138, 1.53474, -1.59953], [2.98273, 1.40399, -2.17325], [-0.96668, -2.08756, 4.28303], [5.04929, 1.45595, -0.67028], [-2.20233, -1.18918, -2.16497], [6.93042, 0.48261, -0.24263], [3.76350, -0.10700, -4.31406], [1.07760, 5.03074, -0.70862], [4.44017, 0.71000, -4.07171], [1.63008, -0.74766, 4.35146], [-0.42767, 0.53071, 0.98230], [0.20655, 2.79635, -3.04941], [5.51862, -0.52622, 0.08776], [3.11042, 0.28265, 1.22044], [-1.38186, 2.15407, 3.31545], [-3.49623, -1.72480, 1.18612], [-5.51982, -1.80438, 1.87889], [-2.22351, 1.25943, -7.23887], [-2.42763, 3.45530, -0.88063], [-4.78647, 0.00988, 3.81475], [1.79192, -3.01929, 5.93403], [-3.65819, -1.82879, 3.69872], [-6.18478, -3.84989, 0.62936], [-3.25083, 0.04964, 4.67410], [-7.13666, 3.89106, -2.51513], [-5.36037, -1.56740, 0.15748], [-2.24026, -1.01799, -6.28423]],
  "homo_lumo_gap_ev": [3.992, 3.993],
  "total_charge": -2,
  "lumo_ev": [2.94, 2.94],
  "relative_energy_kcal_mol": 122.9,
  "e_homo_ha": [-0.0386, -0.0386]
}